# 1
The following is a DFT calculation (ωB97M-V/def2-TZVPD) of C5H6O as an isolated structure in a non-equilibrium geometry.

## Properties
Strongest force on any atom   4.45 eV/Å
HOMO level (alpha / beta)   -9.67 / -6.71 eV
Orbital gap (alpha / beta)   10.0 / 4.7 eV
Relative energy (zero: lowest compared OMol25 entry of this formula, charge and spin)   167.68 kcal/mol
Electronic energy   -269.07902 hartree
Molar mass   82.1 g mol⁻¹
Total charge   0

Geometry (Å):
C 0.21 -0.10 -2.87
C 0.18 -0.32 -1.69
C 0.16 -0.64 -0.26
C 0.03 0.95 0.87
C -0.40 -0.04 1.76
O -0.80 -1.35 0.21
H 0.23 0.07 -3.93
H 1.19 -0.78 0.10
H 1.04 1.33 0.94
H -0.71 1.64 0.48
H -1.44 -0.17 2.04
H 0.32 -0.61 2.34

---

# 2
The following is a DFT calculation (ωB97M-V/def2-TZVPD) of a 2-piece molecular cluster, C4H12S2 overall in a non-equilibrium geometry.

## Properties
Strongest force on any atom   1.22 eV/Å
HOMO level   -8.26 eV
Orbital gap   9.2 eV
SMILES string   CSC.CSC
Relative energy (zero: lowest compared OMol25 entry of this formula, charge and spin)   9.45 kcal/mol
Electronic energy   -955.94940 hartree
Molar mass   124.3 g mol⁻¹
Total charge   0

Geometry (Å):
C 0.52 0.15 -3.49
S 1.25 -0.11 -1.86
C 0.98 1.49 -1.09
H -0.54 -0.09 -3.47
H 0.97 -0.57 -4.16
H 0.73 1.15 -3.84
H 1.14 1.37 -0.02
H 1.68 2.23 -1.47
H -0.04 1.84 -1.21
C -0.16 0.00 3.22
S 0.34 -1.22 1.98
C -1.31 -1.69 1.34
H 0.62 0.07 3.97
H -1.10 -0.31 3.69
H -0.34 0.97 2.78
H -1.78 -2.36 2.04
H -1.88 -0.78 1.20
H -1.09 -2.15 0.38

---

# 3
The following is a DFT calculation (ωB97M-V/def2-TZVPD) of C29H72ClN2O18S3 as an isolated structure in a non-equilibrium geometry.

## Properties
Strongest force on any atom   15.80 eV/Å
HOMO level   -8.92 eV
Orbital gap   4.2 eV
Relative energy (zero: lowest compared OMol25 entry of this formula, charge and spin)   864.97 kcal/mol
Electronic energy   -4264.49544 hartree
Molar mass   868.5 g mol⁻¹
Total charge   +1

Geometry (Å):
C 9.56 3.33 4.69
C 10.42 3.64 5.98
C 11.93 3.34 5.71
O 12.62 3.58 6.91
C 14.03 3.26 6.75
N 10.17 5.10 6.38
H 10.16 5.84 5.68
H 9.23 5.11 6.73
H 10.75 5.48 7.11
H 8.51 3.24 4.96
H 9.88 2.40 4.23
H 9.81 4.13 3.99
H 10.14 3.02 6.84
H 12.28 3.90 4.84
H 12.03 2.29 5.43
H 14.21 2.22 6.47
H 14.65 3.47 7.63
H 14.40 3.88 5.93
C 10.71 4.54 1.96
C 11.58 5.73 2.38
C 12.08 6.49 1.13
O 11.05 7.16 0.45
C 11.51 7.96 -0.65
N 10.72 6.65 3.26
H 10.07 7.28 2.81
H 10.18 6.14 3.95
H 11.28 7.20 3.90
H 11.22 3.98 1.18
H 9.74 4.80 1.54
H 10.64 3.77 2.73
H 12.38 5.35 3.01
H 12.78 5.93 0.51
H 12.78 7.25 1.49
H 12.20 7.46 -1.33
H 11.92 8.91 -0.31
H 10.70 8.30 -1.28
Cl 12.90 2.46 3.18
O 13.79 3.32 3.95
O 11.54 2.85 3.31
O 13.21 2.54 1.78
O 13.01 1.11 3.61
C 15.73 4.39 5.29
C 16.58 5.34 4.37
C 17.27 4.35 3.42
O 17.30 3.12 4.11
C 16.60 3.20 5.39
H 14.75 4.19 4.85
H 15.62 4.89 6.26
H 17.37 5.80 4.96
H 15.91 5.99 3.81
H 18.27 4.73 3.21
H 16.77 4.12 2.48
H 17.33 3.13 6.19
H 15.96 2.32 5.44
C 12.98 3.69 -0.17
C 12.48 4.53 -1.34
C 11.56 3.55 -2.01
O 10.92 2.88 -0.95
C 11.93 2.61 0.09
H 13.09 4.32 0.71
H 13.96 3.22 -0.27
H 13.16 4.99 -2.06
H 11.96 5.41 -0.97
H 11.98 2.76 -2.63
H 10.76 4.01 -2.57
H 12.27 1.60 -0.15
H 11.58 2.47 1.11
C 14.42 -1.29 2.49
C 14.22 -2.61 1.80
C 12.94 -3.02 2.47
O 12.16 -1.85 2.54
C 13.00 -0.70 2.62
H 15.07 -0.66 1.89
H 14.92 -1.46 3.45
H 15.11 -3.21 2.01
H 14.07 -2.65 0.72
H 13.13 -3.33 3.49
H 12.37 -3.87 2.12
H 12.97 -0.27 3.61
H 12.80 0.01 1.82
O 17.55 -0.34 1.99
S 16.71 0.87 1.87
O 17.33 2.09 1.32
O 15.33 0.49 1.01
C 14.67 1.53 0.34
C 15.17 1.67 -1.11
C 15.86 1.16 3.50
H 14.64 2.46 0.89
H 13.67 1.12 0.25
H 15.25 0.76 -1.70
H 16.19 2.04 -1.06
H 14.60 2.37 -1.73
H 16.65 1.07 4.25
H 15.13 0.39 3.74
H 15.52 2.18 3.65
O 15.42 1.28 5.59
S 14.84 -0.03 5.27
O 15.19 -0.74 4.07
O 15.00 -1.10 6.59
C 15.12 -0.52 7.90
C 16.56 -0.44 8.20
C 12.95 0.19 5.32
H 14.67 -1.28 8.55
H 14.63 0.45 7.97
H 17.00 -1.43 8.29
H 16.75 0.08 9.14
H 17.14 0.02 7.39
H 12.75 1.25 5.13
H 12.58 -0.12 6.29
H 12.54 -0.31 4.44
O 8.38 -0.66 6.18
S 9.39 0.14 6.86
O 10.36 -0.50 7.72
O 10.16 1.10 5.75
C 11.13 0.50 4.92
C 10.52 0.01 3.56
C 8.50 1.49 7.78
H 11.68 -0.32 5.38
H 11.90 1.23 4.67
H 9.84 0.72 3.09
H 9.84 -0.82 3.77
H 11.32 -0.19 2.84
H 9.21 2.11 8.32
H 7.83 1.01 8.49
H 7.92 2.03 7.03

---

# 4
The following is a DFT calculation (ωB97M-V/def2-TZVPD) of C31H21Cl2I2N6O3W as an isolated structure in a non-equilibrium geometry.

## Properties
Strongest force on any atom   1.01 eV/Å
HOMO level (alpha / beta)   -10.17 / -10.50 eV
Orbital gap (alpha / beta)   6.7 / 6.7 eV
Expectation value of S²   2.015
2S+1   3
Relative energy (zero: lowest compared OMol25 entry of this formula, charge and spin)   0.00 kcal/mol
Electronic energy   -3330.96525 hartree
Molar mass   1034.1 g mol⁻¹
Total charge   +1

Geometry (Å):
W -0.11 0.64 0.19
Cl 6.50 2.01 1.08
C 4.83 2.24 0.72
C 4.05 1.13 0.42
C 2.72 1.29 0.12
N 1.83 0.19 -0.15
C 2.34 -0.74 -1.07
O 3.13 -0.46 -1.93
C 1.95 -2.19 -0.89
C 2.62 -2.95 0.06
C 2.35 -4.30 0.15
C 1.41 -4.84 -0.72
C 0.79 -4.00 -1.62
N 1.04 -2.69 -1.72
C 2.13 2.56 0.16
C 2.91 3.67 0.45
C 4.26 3.51 0.72
Cl 5.20 4.90 1.09
N 0.74 2.51 -0.04
C -0.02 3.60 -0.32
O 0.36 4.73 -0.54
C -1.49 3.27 -0.36
C -2.40 4.28 -0.62
C -3.75 3.98 -0.62
C -4.15 2.67 -0.36
C -3.18 1.73 -0.11
N -1.87 2.01 -0.11
H 4.52 0.16 0.41
H 3.35 -2.48 0.71
H 2.86 -4.92 0.87
H 1.17 -5.90 -0.70
H 0.05 -4.39 -2.32
H 2.47 4.65 0.46
H -2.02 5.27 -0.81
H -4.49 4.75 -0.82
H -5.20 2.40 -0.34
H -3.47 0.70 0.11
I -2.64 -3.71 6.03
C -1.88 -2.29 4.70
C -1.70 -0.98 5.11
C -1.19 -0.04 4.23
I -0.94 1.94 4.82
C -0.85 -0.40 2.93
O -0.36 0.54 2.09
C -1.05 -1.73 2.51
C -0.75 -2.09 1.09
N -1.52 -1.14 0.21
C -1.90 -1.58 -1.15
C -1.26 -0.78 -2.26
C -1.48 -1.15 -3.57
C -0.86 -0.45 -4.59
C -0.02 0.61 -4.26
C 0.13 0.94 -2.94
N -0.49 0.27 -1.95
C -1.57 -2.66 3.40
H -1.95 -0.68 6.12
H -0.96 -3.13 0.82
H 0.31 -1.91 0.88
H -2.37 -0.94 0.72
H -2.98 -1.50 -1.25
H -1.64 -2.63 -1.29
H -2.12 -2.00 -3.79
H -1.00 -0.74 -5.62
H 0.50 1.17 -5.03
H 0.78 1.76 -2.63
H -1.72 -3.68 3.08